1.
The following is a DFT calculation (the ωB97M-V functional and the def2-TZVPD basis) of 2 unconnected molecules or ions with the total composition C7H14N2 in a non-equilibrium geometry.

```
23
Properties=species:S:1:pos:R:3:forces:R:3
C -1.38683 0.31943 -2.66099 -0.50 -0.20 -0.14
C 0.10033 0.60923 -2.82041 0.63 -0.50 -0.90
C -1.70800 -0.50230 -1.42259 -0.57 -0.64 0.39
H -2.01590 1.21295 -2.71010 0.32 0.12 0.28
H -1.72819 -0.26292 -3.52071 0.05 0.03 0.01
H 0.50689 0.05234 -3.67038 -0.14 -0.06 -0.04
H -1.49149 -1.56426 -1.55256 0.55 0.03 -0.12
H -1.18508 -0.17137 -0.51965 0.06 0.13 -0.13
H 0.72085 0.24468 -2.00268 -0.15 0.23 0.43
H 0.36661 1.63106 -3.06402 -0.18 0.34 0.32
H -2.77295 -0.55882 -1.17733 -0.02 0.50 -0.10
C -0.96139 0.15458 2.47355 0.11 0.19 0.45
C 1.48572 0.76904 1.88127 -0.32 0.21 -0.04
C 0.46042 -0.15843 2.31815 -0.21 -0.56 -0.30
C 2.20341 -1.29421 1.91525 0.69 0.38 0.35
N 2.54920 0.03160 1.62451 0.07 -0.15 0.24
N 0.97607 -1.40202 2.33285 -0.27 -0.05 -0.02
H 1.39105 1.83386 1.73123 0.26 0.01 0.02
H 3.48362 0.35648 1.41279 -0.06 0.05 -0.20
H -1.57562 -0.69673 2.73222 0.13 -0.43 -0.39
H -1.24839 0.61034 1.51931 -0.43 0.11 0.25
H 2.96147 -2.05968 1.87890 -0.12 -0.24 -0.14
H -1.13181 0.84517 3.30140 0.14 0.49 -0.20
```
Positions in Å, forces in eV/Å.

The calculation puts the lowest unoccupied orbital energy (spin up / spin down) at -3.9 / -7.8 eV. Its net charge is +1. The value obtained for the HOMO energy (spin up / spin down) is -13.760 / -13.760 eV. The value obtained for the gap between HOMO and LUMO (spin up / spin down) is 0.3607 / 0.2205 hartree. As for the multiplicity: 2. Its expectation value of S² is 0.7611.

2.
The following is a DFT calculation (the ωB97M-V functional and the def2-TZVPD basis) of a molecular structure, C37H31AsN4O4S2W.

```
80
Properties=species:S:1:pos:R:3:forces:R:3
W -0.73477 -1.06107 -0.10068 0.25 0.11 -0.37
O -0.42831 -1.10592 1.98197 0.00 -0.02 0.06
C 0.54735 -1.25479 2.72684 -0.02 0.03 0.04
C 1.90785 -1.42372 2.30082 0.09 -0.01 -0.06
C 2.89799 -1.54357 3.27923 -0.02 0.01 0.12
C 4.21351 -1.67056 2.91614 -0.05 0.07 -0.07
C 4.59111 -1.68516 1.56645 0.05 0.01 0.02
C 3.63703 -1.56858 0.59512 0.04 -0.02 -0.03
C 2.26503 -1.42716 0.92111 -0.09 0.02 0.05
O 1.40191 -1.29974 -0.02493 -0.10 0.05 -0.07
N 5.23703 -1.78503 3.94896 -0.01 -0.24 -0.01
O 4.88059 -1.76167 5.11183 0.00 0.09 0.02
O 6.39102 -1.92584 3.58699 0.01 0.09 0.00
H 0.35994 -1.21232 3.80599 0.02 -0.07 -0.01
H 2.63224 -1.53454 4.32878 0.01 0.00 -0.01
H 5.63909 -1.77549 1.31888 0.00 -0.01 -0.01
H 3.90412 -1.54832 -0.45346 0.01 0.01 0.00
S -0.40983 -0.99978 -2.52873 -0.10 -0.19 0.06
C -0.43157 0.68861 -3.09618 0.07 0.02 0.07
C -0.57516 0.91917 -4.46588 0.00 0.02 -0.01
C -0.69175 2.20828 -4.95804 0.00 -0.03 0.01
C -0.67459 3.30003 -4.09754 0.00 0.01 0.00
C -0.51966 3.08543 -2.73804 0.07 -0.02 0.02
C -0.38575 1.79303 -2.24329 -0.01 0.01 -0.04
As -0.11783 1.41024 -0.37379 0.07 -0.30 0.07
C 1.77983 1.71962 -0.15465 -0.03 0.09 0.09
C 2.28743 1.86810 1.13340 0.02 0.00 0.00
C 3.65188 2.01911 1.33318 -0.01 -0.01 0.00
C 4.51453 2.01322 0.24516 0.00 -0.01 -0.01
C 4.01050 1.85730 -1.03831 -0.02 0.00 0.01
C 2.64306 1.71147 -1.24133 0.04 -0.02 0.00
C -0.91458 2.86620 0.60818 -0.09 -0.02 -0.11
C -0.27186 4.08654 0.78984 -0.02 0.01 -0.02
C -0.91305 5.10713 1.47786 -0.01 -0.02 0.00
C -2.19342 4.90980 1.97893 0.03 0.00 -0.01
C -2.83283 3.69133 1.80006 -0.02 0.00 0.01
C -2.19378 2.66580 1.11810 0.02 -0.01 0.03
H -0.62032 0.07048 -5.13701 0.01 0.00 -0.01
H -0.81410 2.36155 -6.02288 0.00 0.00 0.00
H -0.78434 4.30482 -4.48318 0.00 0.00 0.00
H -0.50446 3.92568 -2.05314 -0.01 0.01 -0.01
H 1.61506 1.87125 1.98519 0.01 0.01 0.00
H 4.04124 2.13723 2.33647 0.00 0.00 0.00
H 5.57978 2.12787 0.39906 0.00 0.00 0.00
H 4.68176 1.85428 -1.88777 0.00 0.00 0.00
H 2.25221 1.58764 -2.24438 0.00 0.01 0.00
H 0.72862 4.23715 0.40110 -0.01 0.01 0.01
H -0.41304 6.05588 1.62341 0.00 0.01 0.00
H -2.69143 5.70783 2.51401 0.00 0.00 0.01
H -3.82823 3.53564 2.19524 0.00 0.00 0.00
H -2.68203 1.70471 0.99112 -0.01 0.01 0.00
S -0.72029 -3.62727 0.19558 0.33 0.10 0.09
C 0.76289 -4.19153 -0.42441 -0.34 0.11 -0.05
N 1.31448 -3.63042 -1.53859 0.08 0.25 0.02
C 2.50956 -3.99278 -2.02085 0.03 -0.06 0.02
C 3.19007 -5.01515 -1.42617 0.07 0.06 -0.12
C 2.56512 -5.60517 -0.32067 -0.21 0.07 0.07
N 1.40808 -5.21273 0.16912 0.07 -0.17 -0.05
H 0.85315 -2.80566 -1.94799 0.00 -0.09 0.10
H 2.86289 -3.42949 -2.87361 0.01 -0.03 -0.01
H 4.15420 -5.34132 -1.78177 0.00 0.01 -0.01
H 3.04032 -6.43095 0.19752 0.01 -0.01 0.01
C -3.77004 0.80868 -1.97938 -0.03 0.02 0.04
C -4.53748 0.03404 -0.94690 0.07 0.02 -0.09
C -5.92205 0.09605 -0.87700 -0.02 0.03 0.02
C -6.62320 -0.64054 0.06549 0.02 0.00 0.01
C -5.93556 -1.44823 0.95831 -0.03 0.02 0.01
C -4.55058 -1.53257 0.92615 0.09 -0.03 0.09
C -3.79994 -2.41037 1.88898 -0.05 0.00 -0.02
C -3.85571 -0.78839 -0.03817 0.01 -0.01 -0.03
N -2.47442 -0.87615 -0.09572 -0.25 0.01 0.08
H -4.42848 1.47987 -2.53002 -0.01 -0.01 -0.01
H -3.27971 0.13630 -2.68626 0.03 0.01 0.02
H -2.98070 1.40785 -1.51965 -0.05 -0.01 -0.03
H -6.45476 0.73009 -1.57584 0.00 0.00 0.00
H -7.70313 -0.58272 0.10662 -0.01 0.00 0.00
H -6.47936 -2.02257 1.69904 0.00 0.00 0.00
H -4.43249 -2.68408 2.73307 -0.01 -0.01 -0.01
H -2.90654 -1.91102 2.26380 -0.01 0.00 0.01
H -3.47134 -3.33293 1.40317 0.02 0.02 0.00
```
Positions in Å, forces in eV/Å.

The calculation puts the lowest unoccupied orbital energy (spin up / spin down) at -0.6 / -0.6 eV. The value obtained for the HOMO energy (spin up / spin down) is -6.678 / -6.679 eV. The value obtained for the gap between HOMO and LUMO (spin up / spin down) is 0.2233 / 0.2233 hartree. As for the multiplicity: 1.

3.
The following is a DFT calculation (the ωB97M-V functional and the def2-TZVPD basis) of C3H5NO3 in the gas phase in a non-equilibrium geometry.

```
12
Properties=species:S:1:pos:R:3:forces:R:3
O -0.55669 2.41555 -1.46209 1.32 -3.41 -0.28
C -0.14678 1.27292 -1.18520 -2.25 3.57 1.61
C 0.32027 1.02891 0.27161 0.77 -1.48 -1.73
N 0.80235 -0.34307 0.30622 -2.52 -1.78 1.25
C 0.01489 -1.45432 0.50549 0.10 0.28 -1.35
O 0.47741 -2.58582 0.66736 -1.86 2.16 -0.03
O -1.34693 -1.05468 0.28372 2.43 -1.21 0.96
H -0.27531 0.32202 -1.75664 0.28 0.78 -0.40
H 1.21137 1.54874 0.47029 1.00 1.46 0.03
H -0.40075 1.33777 1.02644 -0.24 -0.47 -0.18
H 1.72940 -0.65997 0.30154 1.64 0.53 0.13
H -1.82924 -1.82804 0.57125 -0.68 -0.42 -0.01
```
Positions in Å, forces in eV/Å.

The calculation puts the lowest unoccupied orbital energy at 0.5 eV. The SMILES is O=CCNC(=O)O. The value obtained for the HOMO energy is -9.981 eV. The value obtained for the gap between HOMO and LUMO is 0.3850 hartree. As for the multiplicity: 1.